Entry 1:
The following is a quantum chemistry calculation of C4H8O2 as an isolated structure, from the OMol25 dataset.

```
14
Properties=species:S:1:pos:R:3:nbo_charge:R:1
C -1.4480 0.8730 0.5524 -0.6370
C 0.0152 0.7423 0.1056 0.0732
O 1.0175 0.2221 1.0264 -0.5381
C 1.6053 -0.5386 -0.0546 -0.0974
C 0.2974 -0.4621 -0.8313 0.0563
O -0.5460 -1.5650 -0.5936 -0.7017
H -1.8325 -0.0671 0.9560 0.2152
H -1.6115 1.6688 1.2830 0.2189
H -2.0921 1.0977 -0.3131 0.2247
H 0.4105 1.6937 -0.2583 0.1754
H 1.9215 -1.5313 0.2795 0.1864
H 2.4341 -0.0428 -0.5878 0.1743
H 0.3126 -0.3083 -1.9120 0.1828
H -0.4841 -1.7825 0.3479 0.4669
```

## Properties
LUMO level, hartree: 0.03700
Gap between HOMO and LUMO, eV: 11.06

Entry 2:
The following is a quantum chemistry calculation of a 2-piece molecular cluster, H4NP overall at a distorted geometry, from the OMol25 dataset.

```
6
Properties=species:S:1:pos:R:3:nbo_charge:R:1
N -1.1609 -0.2578 -0.7863 -1.0421
P 2.8645 -0.6186 1.1559 0.1195
H -1.7175 0.0180 0.0276 0.3456
H -1.8620 -0.1141 -1.5011 0.3483
H 2.4281 0.4352 1.9749 -0.1194
H -0.5521 0.5372 -0.8709 0.3482
```

## Properties
LUMO level (spin up / spin down), hartree: -0.04930 / -0.05059
Gap between HOMO and LUMO (spin up / spin down), eV: 7.45 / 7.40

Entry 3:
The following is a quantum chemistry calculation of a 4-piece molecular cluster, C12H21BBrF9O11P2Si overall at a distorted geometry, from the OMol25 dataset.

```
58
Properties=species:S:1:pos:R:3:nbo_charge:R:1
O 1.6622 -1.9803 3.3912 -1.0903
P 2.4456 -1.4991 2.1976 2.0542
O 3.8827 -0.8302 2.7441 -0.9746
O 2.9382 -2.6856 1.1527 -0.9500
P 1.4727 0.0352 1.0063 -0.3214
Si -0.5494 0.4647 1.7698 0.6313
Br -0.5501 1.9736 3.5107 -0.3070
B -1.6364 -1.1345 2.1633 0.7384
O -2.8485 -1.3436 1.4450 -0.8993
O -1.3458 -2.0983 3.1296 -0.8625
H 3.6798 -0.2960 3.5190 0.5102
H 2.1687 -2.9449 0.6326 0.5052
H 2.2314 1.2325 1.2199 0.0828
H -1.2585 1.1668 0.6847 -0.1244
H -2.6735 -1.4082 0.5031 0.4918
H -0.8477 -1.7172 3.8601 0.5112
C -1.7802 7.8852 6.9225 -0.6404
C -1.1266 7.6125 5.5826 -0.0784
O 0.1034 6.8850 5.7367 -0.4777
C -0.0239 5.5864 6.0042 0.6879
O -1.0636 5.0120 6.1183 -0.5326
C 1.3506 4.9342 6.1144 0.8974
F 2.1656 5.6266 6.9153 -0.3085
F 1.9530 4.8487 4.9237 -0.3088
F 1.2853 3.7005 6.6016 -0.2993
H -1.0861 8.4042 7.5859 0.2146
H -2.6750 8.4946 6.7960 0.2227
H -2.0656 6.9588 7.4213 0.2274
H -0.8648 8.5561 5.1047 0.1972
H -1.7970 7.0819 4.9044 0.1988
C 0.1316 -1.2551 -5.2883 -0.6426
C 1.0875 -0.0805 -5.2432 -0.0790
O 0.5909 0.9691 -4.3931 -0.4738
C 0.7026 0.7526 -3.0860 0.6886
O 1.1749 -0.2244 -2.5903 -0.5375
C 0.1682 1.9469 -2.3034 0.9015
F -1.0358 2.3302 -2.7316 -0.3045
F 0.9746 3.0054 -2.4144 -0.3049
F 0.0500 1.6806 -0.9998 -0.3137
H -0.8630 -0.9256 -5.5950 0.2147
H 0.4861 -2.0137 -5.9862 0.2350
H 0.0247 -1.7184 -4.3069 0.2202
H 1.1826 0.3519 -6.2386 0.2004
H 2.0869 -0.3827 -4.9262 0.1994
C -0.2524 -5.7337 -2.5422 -0.6412
C -0.2632 -6.8623 -3.5538 -0.0789
O -1.1164 -6.5585 -4.6707 -0.4745
C -0.6246 -5.6940 -5.5550 0.6892
O 0.4463 -5.1738 -5.4820 -0.5401
C -1.6118 -5.4830 -6.6970 0.8972
F -2.8444 -5.2285 -6.2506 -0.3066
F -1.6898 -6.5656 -7.4755 -0.3059
F -1.2598 -4.4639 -7.4746 -0.3022
H -1.2693 -5.5014 -2.2205 0.2160
H 0.3435 -6.0056 -1.6709 0.2245
H 0.1636 -4.8207 -2.9698 0.2233
H -0.6719 -7.7614 -3.0939 0.2007
H 0.7421 -7.1056 -3.9014 0.1990
```

## Properties
LUMO level, hartree: -0.01093
Gap between HOMO and LUMO, eV: 8.96
Structure (SMILES): O=P(O)(O)P[Si@H](Br)B(O)O.CCOC(=O)C(F)(F)F.CCOC(=O)C(F)(F)F.CCOC(=O)C(F)(F)F

Entry 4:
The following is a quantum chemistry calculation of C25H45LuN2OP3Se as an isolated structure at a distorted geometry, from the OMol25 dataset.

```
78
Properties=species:S:1:pos:R:3:mulliken_charge:R:1
Lu 0.3574 0.2646 -0.2239 0.7395
P -2.1972 -0.3559 0.8968 0.8224
P -1.0187 0.7591 -2.5930 0.5628
P -0.4675 2.5120 1.1953 0.8683
H 3.0402 -0.0707 0.1087 0.6248
C 2.4845 0.3591 0.9546 -1.0771
C 1.6772 -0.4497 1.7612 -0.5877
H 1.7222 -1.5398 1.6444 0.6165
C -2.9332 -2.0476 0.8501 -1.3070
C -3.6177 0.5472 0.1314 -1.1075
C -2.5037 -0.0260 2.6812 -1.0214
C 0.5206 0.8516 -3.5849 -0.9013
C -2.0294 -0.3103 -3.6909 -1.2347
C -1.8060 2.3822 -2.8887 -1.2830
C 0.0375 2.6278 2.9563 -1.5136
C -1.9991 3.5040 1.2193 -1.3999
C 0.6392 3.7871 0.5139 -0.7781
H 2.8521 1.3227 1.2914 0.3914
H 1.2702 -0.1330 2.7248 0.3784
H -2.5629 -2.6571 1.6781 0.3347
H -2.6858 -2.5335 -0.0959 0.3120
H -4.0200 -1.9810 0.9407 0.5904
H -3.6015 0.4186 -0.9579 0.1997
H -3.5813 1.6165 0.3605 0.2261
H -4.5562 0.1345 0.5214 0.5376
H -1.9777 -0.7801 3.2815 0.3575
H -3.5770 -0.0919 2.9131 0.4528
H -2.1346 0.9670 2.9634 0.0777
H 0.2595 1.3422 -4.5345 0.4745
H 0.9036 -0.1602 -3.7871 0.3784
H 1.3124 1.4407 -3.0825 0.1909
H -1.9407 0.0333 -4.7350 0.4597
H -3.0771 -0.2784 -3.3676 0.4444
H -1.6783 -1.3458 -3.6025 0.3171
H -1.9212 2.5311 -3.9738 0.4932
H -1.1930 3.1810 -2.4485 0.3254
H -2.7872 2.4134 -2.3904 0.3543
H 0.3243 3.6645 3.1697 0.4609
H 0.8927 1.9721 3.1464 0.3487
H -0.7883 2.3389 3.6126 0.5056
H -1.7339 4.5201 1.5461 0.5071
H -2.7313 3.0790 1.9147 0.4666
H -2.4315 3.5604 0.2126 0.3195
H 0.6630 4.6779 1.1561 0.5661
H 0.3226 4.0735 -0.4975 0.4035
H 1.6482 3.3746 0.4389 -0.3989
C 3.7100 3.5310 -1.4402 1.0414
C 4.2920 3.5997 -2.7209 -0.5605
C 5.3636 4.4704 -2.9321 -0.6026
C 5.8322 5.2912 -1.8904 -0.5637
C 5.2211 5.2483 -0.6319 -0.6121
C 4.1621 4.3622 -0.4026 -0.2202
O 2.7268 2.6205 -1.0873 -0.0582
H 2.3130 2.0999 -1.7910 -0.1084
H 3.9087 2.9676 -3.5256 0.3123
H 5.8251 4.5474 -3.9166 0.3916
H 6.6886 5.9592 -2.0722 0.3827
H 5.5682 5.9129 0.1801 0.3728
H 3.7105 4.3044 0.5922 0.2474
C -0.3352 -5.5707 -1.4528 -0.9849
N -0.2262 -5.0186 -0.1101 0.1459
C -0.0270 -3.7016 0.1882 -0.5274
Se 0.3046 -2.3432 -1.0964 -0.0615
N -0.1178 -3.6285 1.5556 0.3998
C -0.4634 -4.8685 2.1075 0.7032
C -0.9263 -5.1998 3.3700 -0.7056
C -1.3973 -6.5068 3.5542 -0.5670
C -1.4222 -7.4277 2.4928 -0.7283
C -0.9932 -7.0516 1.2117 -0.7280
C -0.5034 -5.7556 1.0541 0.8145
H -1.2819 -5.2723 -1.9237 0.3462
H -0.3023 -6.6599 -1.3712 0.3283
H 0.5068 -5.2186 -2.0545 0.3908
H -0.0412 -2.7602 2.0643 0.0897
H -0.8998 -4.4412 4.1489 0.4276
H -1.7427 -6.8242 4.5351 0.4199
H -1.7991 -8.4371 2.6763 0.4177
H -1.0300 -7.7243 0.3578 0.2983
```

## Properties
Total charge: +3
LUMO level, hartree: -0.39346
Gap between HOMO and LUMO, eV: 4.45

Entry 5:
The following is a quantum chemistry calculation of a 3-piece molecular cluster, C5H16N2O overall at a distorted geometry, from the OMol25 dataset.

```
24
Properties=species:S:1:pos:R:3:nbo_charge:R:1
C 0.1434 -0.5339 2.6018 -0.5882
C 0.2613 0.6965 1.5734 -0.2628
N 0.8339 0.4493 0.2843 -0.4176
C 0.0414 2.1127 -1.3297 -0.5817
C -0.1758 0.6409 -0.7387 -0.0924
C 0.0531 -0.4305 -1.7964 -0.2699
N -0.6381 -1.6892 -1.5467 -0.7698
H -0.5733 -1.2720 2.1288 0.2162
H -0.1925 -0.1276 3.5635 0.2043
H 1.1400 -0.9775 2.7188 0.2467
H -0.8018 0.7806 1.4509 0.1845
H 0.6952 1.5763 2.1191 0.2182
H 1.2203 -0.5996 0.2965 0.4377
H 0.8875 2.1461 -2.0288 0.2342
H -0.9264 2.5496 -1.7188 0.2154
H 0.2636 2.8466 -0.5485 0.2269
H -1.2245 0.8032 -0.4887 0.2564
H -0.0411 -0.0151 -2.8357 0.1969
H 1.1050 -0.6961 -1.5898 0.2459
H -1.3145 -1.3175 -0.7430 0.3020
H -1.4231 -1.8982 -2.1621 0.3633
H 1.1896 -2.6442 0.1397 0.4462
H -2.1772 -0.4387 -0.0140 -0.0256
O 1.6542 -1.9617 0.6642 -0.9867
```

## Properties
LUMO level, hartree: -0.13775
Gap between HOMO and LUMO, eV: 4.34

Computed energy relative to the best compared isomer or geometry (same formula, charge and spin), in the same sequence as the records: 2.007 2.417 1.498 1.229 9.525 eV.